No. 1
C40H61MnO3P3Si | ωB97M-V with the def2-TZVPD basis set

```
109
Properties=species:S:1:pos:R:3:forces:R:3
Mn 0.974617 -0.021049 0.002439 1.4 0.5 -0.8
C 3.328700 -1.480686 -3.019509 -0.1 -0.1 0.0
C 1.988851 -2.180405 -2.796961 0.0 0.2 0.1
C 0.878475 -1.370933 -3.476128 0.0 -0.1 0.1
P 1.573055 -2.360231 -0.980660 0.3 -0.8 -0.6
C 2.764794 -3.682945 -0.321275 0.0 0.3 0.2
C 3.592948 -4.488772 -1.321424 -0.1 0.0 0.0
C 3.689013 -3.090550 0.754298 -0.1 0.0 0.0
C 0.031029 -3.343215 -1.111219 -0.1 0.1 0.1
C 0.072192 -4.684591 -1.497542 0.0 0.0 0.0
C -1.080919 -5.449639 -1.519467 0.1 -0.1 0.0
C -2.281839 -4.889615 -1.108495 -0.1 0.1 0.0
C -2.325244 -3.554714 -0.739038 -0.1 -0.1 0.1
C -1.191023 -2.739821 -0.773586 0.2 0.3 -0.1
Si -1.228194 -0.813561 -0.531248 -1.4 -0.5 -0.1
C -2.473750 -0.187558 -1.852040 0.2 0.1 0.1
C -3.158848 -1.037840 -2.722488 0.1 0.0 0.0
C -4.068670 -0.548290 -3.646984 0.0 0.0 0.0
C -4.307602 0.813741 -3.721751 -0.1 0.0 0.0
C -3.622391 1.680503 -2.884453 0.0 0.0 0.0
C -2.704718 1.202487 -1.948059 0.0 -0.1 0.1
P -1.767426 2.267248 -0.772361 -0.1 0.3 -0.1
C -3.066023 3.410552 -0.040643 0.1 -0.2 -0.1
C -4.014614 2.545463 0.794082 0.1 0.1 0.0
C -3.871485 4.350860 -0.935375 0.1 0.0 0.1
C -0.659444 3.337866 -1.842751 -0.2 -0.2 0.0
C -1.104212 3.686292 -3.260440 0.0 0.1 0.1
C -0.263566 4.586007 -1.054311 0.0 -0.1 0.0
C -2.249195 -0.703198 1.104510 0.4 0.1 -0.1
C -3.611829 -1.001161 1.133053 -0.1 0.0 0.0
C -4.310556 -1.105845 2.324326 0.0 0.0 0.0
C -3.651667 -0.888244 3.526081 0.0 0.0 0.0
C -2.315961 -0.523073 3.519846 0.0 0.0 0.1
C -1.606249 -0.418922 2.321602 0.0 -0.1 -0.2
P 0.139659 0.149325 2.259898 -0.6 0.2 1.4
C 1.069148 -0.875730 3.522806 0.0 0.0 -0.3
C 0.767127 -2.339486 3.176600 0.0 0.1 0.0
C 0.914638 -0.599604 5.014409 0.0 0.1 -0.1
C 0.038683 1.928869 2.818680 0.2 -0.1 -0.1
C -0.867434 2.272393 3.998377 0.0 -0.1 -0.1
C 1.447526 2.487687 3.028125 -0.1 -0.1 0.0
H 3.523056 -1.389102 -4.090201 0.0 0.0 0.0
H 3.286558 -0.476176 -2.598345 0.1 0.0 0.0
H 4.163901 -2.019850 -2.569829 0.0 0.1 0.0
H 2.012243 -3.187717 -3.222529 0.0 0.0 0.0
H 0.784302 -0.390431 -3.000224 0.0 0.0 -0.1
H 1.112765 -1.216016 -4.531255 0.0 0.0 0.0
H -0.088418 -1.870080 -3.406180 0.0 0.0 0.0
H 2.077157 -4.364645 0.185980 0.0 0.0 0.0
H 4.415044 -3.897550 -1.724890 0.0 0.0 0.0
H 4.029076 -5.349830 -0.809888 0.0 0.0 0.0
H 3.008859 -4.862067 -2.161735 0.0 0.0 0.0
H 4.586070 -2.655110 0.303726 0.0 0.0 0.0
H 3.184928 -2.315360 1.332684 0.0 0.0 0.1
H 4.024142 -3.865831 1.446384 0.1 0.0 0.0
H 1.009154 -5.145652 -1.783473 0.0 0.0 0.0
H -1.037205 -6.484350 -1.836237 0.0 0.0 0.0
H -3.183193 -5.490238 -1.085289 0.0 0.0 0.0
H -3.266214 -3.132355 -0.406806 0.0 0.0 -0.1
H -2.967853 -2.102266 -2.685030 0.0 0.0 0.0
H -4.591454 -1.231561 -4.305752 0.0 0.0 0.0
H -5.028045 1.204623 -4.429914 0.0 0.0 0.0
H -3.819671 2.738829 -2.967885 0.1 0.0 -0.1
H -2.473240 4.025425 0.647041 0.0 0.0 0.0
H -4.604786 1.891144 0.148467 0.0 0.0 0.0
H -3.467377 1.913080 1.494238 0.0 0.0 0.0
H -4.702651 3.177355 1.361658 0.0 0.0 0.0
H -4.615705 3.801094 -1.511040 0.0 0.1 0.0
H -4.409636 5.065092 -0.305784 0.0 0.0 0.0
H -3.242151 4.918883 -1.620010 0.0 0.0 0.0
H 0.232066 2.706934 -1.918164 0.0 0.1 0.0
H -1.955461 4.369712 -3.265491 0.0 0.0 -0.1
H -0.279794 4.189489 -3.772866 0.0 0.0 0.0
H -1.367620 2.800263 -3.834807 0.0 0.0 0.0
H -1.128342 5.222917 -0.854073 0.0 0.0 0.0
H 0.206780 4.315596 -0.108336 0.0 0.0 0.0
H 0.457807 5.173136 -1.626340 0.0 0.0 0.0
H -4.137381 -1.140779 0.193336 0.0 0.0 0.0
H -5.362752 -1.363702 2.321131 0.0 0.0 0.0
H -4.180114 -0.983416 4.466349 0.0 0.0 0.0
H -1.836570 -0.306447 4.463643 0.0 0.0 0.0
H 2.114922 -0.676858 3.257752 0.0 0.0 0.0
H -0.232628 -2.615865 3.513617 0.0 0.0 0.0
H 0.802632 -2.498858 2.093569 0.0 -0.1 0.0
H 1.488906 -3.011318 3.645090 0.0 0.0 0.0
H -0.094867 -0.806217 5.364873 0.0 0.0 0.0
H 1.593598 -1.250744 5.569973 0.0 0.0 0.0
H 1.169600 0.430850 5.257868 0.0 0.0 0.1
H -0.376896 2.401665 1.920470 0.0 0.0 0.0
H -0.527392 1.806065 4.923675 0.0 0.0 0.0
H -0.842975 3.354628 4.144647 0.0 0.0 0.0
H -1.900423 1.983283 3.816237 0.0 0.0 0.0
H 1.933019 2.036235 3.896830 0.0 0.0 0.0
H 2.075181 2.331053 2.152458 0.0 0.0 0.0
H 1.393031 3.563961 3.198185 0.0 0.0 0.0
C 5.033615 1.474560 -1.141937 -0.1 0.0 0.0
C 4.042305 1.277001 -0.003388 -0.1 0.4 0.1
C 4.712484 1.496582 1.347990 -0.1 0.0 0.0
O 3.448218 -0.027854 -0.049806 0.0 0.0 0.1
C 2.874633 2.290891 -0.203183 0.5 -0.1 0.1
O 3.124678 3.474269 -0.032335 -0.1 -0.1 -0.1
O 1.755279 1.776115 -0.548205 -0.4 0.0 0.1
H 5.838893 0.734994 -1.094329 0.0 0.0 0.0
H 5.467331 2.469440 -1.055404 0.0 0.0 0.0
H 4.538899 1.401098 -2.111370 0.0 0.0 0.0
H 5.648093 0.935903 1.414053 0.0 0.0 0.0
H 4.048669 1.163972 2.148460 0.0 0.0 0.0
H 4.917007 2.557521 1.482163 0.0 0.0 0.0
H 4.118270 -0.685043 -0.261156 0.0 0.0 0.1
```
Positions in Å, forces in eV/Å.

Properties
* total charge: 0
* multiplicity: 6
* expectation value of S²: 8.76
* electronic energy: -4251.15057 a.u.

These are the Löwdin partial charges, in e, on atoms 1 to 6: number 1, Mn, carries 0.4882; number 2, C, carries -0.1060; number 3, C, carries -0.5237; number 4, C, carries -0.1134; number 5, P, carries 1.0370; number 6, C, carries -0.5101

No. 2
C3H9N2 | ωB97M-V with the def2-TZVPD basis set

```
14
Properties=species:S:1:pos:R:3:forces:R:3
C 0.497918 0.904529 0.038092 2.4 1.4 -0.1
C -2.526967 -0.696044 -0.027538 -0.9 2.4 3.1
C 2.589858 -0.497894 -0.036990 0.7 -0.1 -0.7
N 1.214210 -0.089533 0.078652 1.3 -2.3 0.0
N -0.803523 0.985143 -0.004535 -1.1 0.4 -0.7
H 1.060557 1.947805 -0.055140 -1.5 -1.2 0.2
H -3.050078 -0.953650 -0.868951 -0.8 -0.9 -2.4
H -2.072035 -1.428619 0.570437 -0.1 -1.4 0.9
H -3.188207 0.034416 0.584447 1.6 -1.2 -0.9
H 2.720320 -1.599378 -0.334546 -0.5 1.9 0.2
H 3.180742 0.219938 -0.621218 -0.5 -0.4 -1.2
H 3.209858 -0.314610 0.816675 -0.5 -0.4 1.6
H -1.355765 1.782214 0.216563 -0.6 0.7 0.2
H -1.476885 -0.294312 -0.355946 0.5 1.2 -0.2
```
Positions in Å, forces in eV/Å.

Properties
* total charge: +1
* multiplicity: 1
* ΔE to the lowest compared entry with this formula, charge and spin: 727.2 kJ/mol
* electronic energy: -228.70982 a.u.

These are the natural (NBO) partial charges, in e, on atoms 1 to 6: number 1, C, carries 0.1986; number 2, C, carries -0.6259; number 3, C, carries -0.4767; number 4, N, carries -0.2508; number 5, N, carries -0.3785; number 6, H, carries 0.3305

No. 3
C21H24BrMnN3O6S | ωB97M-V with the def2-TZVPD basis set

```
57
Properties=species:S:1:pos:R:3:forces:R:3
Mn 0.750345 -0.894995 0.330277 -0.2 0.1 -0.2
O 4.277190 -2.498185 2.013908 -0.1 0.0 -0.1
C 3.213475 -2.645946 1.234858 0.2 0.1 0.0
O 2.822197 -1.737194 0.520008 -0.2 -0.2 0.2
C 2.719232 -4.079137 1.236633 0.1 0.0 -0.1
O 1.419597 -4.249164 0.762416 -0.1 0.0 -0.1
C 0.401628 -4.155969 1.772137 0.0 -0.1 0.0
C 0.386420 -2.700268 2.229595 0.0 0.2 0.0
O -0.462215 -1.925719 1.653179 0.3 -0.1 -0.1
O 1.308353 -2.339270 2.966546 -0.1 0.0 0.1
H 4.549017 -1.568965 1.953046 0.0 0.0 0.0
H 2.865609 -4.483885 2.240077 0.0 0.0 0.0
H 3.392810 -4.607452 0.550059 -0.1 0.0 0.0
H 0.639051 -4.825023 2.604351 0.0 0.0 0.0
H -0.521347 -4.453134 1.282145 0.0 0.0 0.0
C -2.882271 2.257697 2.546044 -0.1 0.0 0.0
C -1.718388 3.234145 2.486698 0.1 0.0 0.0
N -0.406804 2.578682 2.426268 0.0 0.0 0.0
C 0.348207 2.462644 3.676632 0.0 0.1 -0.1
C 0.054600 1.171724 4.423533 0.0 0.0 0.1
C 0.012289 2.026314 1.280143 -0.2 0.2 0.1
S 1.554291 1.235563 1.261919 0.2 0.0 -0.1
N -0.780560 2.249600 0.217094 0.3 -0.3 0.0
C -0.808053 1.461248 -0.842924 -0.2 0.2 -0.1
O -0.396570 0.275077 -0.937463 -0.1 0.0 0.0
C -1.475962 2.032503 -2.063169 0.1 -0.1 0.1
C -1.366760 1.348408 -3.271049 0.0 0.1 0.0
C -1.955698 1.857807 -4.417138 0.0 0.0 0.0
C -2.669392 3.047608 -4.360173 0.0 0.0 0.0
C -2.787737 3.727272 -3.155958 0.0 0.0 0.0
C -2.188370 3.224161 -2.011549 0.0 0.0 0.0
H -3.826397 2.803620 2.575944 0.0 0.0 0.0
H -2.830598 1.625421 3.432210 0.0 0.0 0.0
H -2.887609 1.615732 1.667616 0.0 0.0 0.0
H -1.704696 3.867372 3.373944 0.0 0.0 0.0
H -1.814661 3.880662 1.614746 0.0 0.0 0.0
H 0.086688 3.336285 4.275017 0.0 0.0 0.0
H 1.408738 2.531865 3.444760 0.0 0.0 0.0
H -0.990228 1.117077 4.730313 0.0 0.0 0.0
H 0.669114 1.112285 5.322654 0.0 0.0 0.0
H 0.284514 0.309550 3.797900 0.0 0.0 0.0
H -0.814924 0.418729 -3.291895 0.0 0.0 0.0
H -1.860675 1.325881 -5.355295 0.0 0.0 0.0
H -3.132824 3.445542 -5.253398 0.0 0.0 0.0
H -3.347416 4.652024 -3.109396 0.0 0.0 0.0
H -2.260382 3.742219 -1.065762 0.0 0.0 0.0
Br -1.443413 -2.946603 -1.596609 -0.1 0.0 0.1
C 0.106713 -2.415764 -2.520811 0.0 0.0 -0.1
C 0.177430 -2.615333 -3.893522 0.0 0.0 0.0
C 1.322788 -2.197269 -4.543240 0.0 0.0 0.0
C 2.347796 -1.613218 -3.810756 -0.1 0.0 0.1
C 2.177132 -1.469688 -2.447875 0.0 0.0 0.0
N 1.068369 -1.862256 -1.809560 0.1 0.1 0.1
H -0.642398 -3.076796 -4.421945 0.0 0.0 0.0
H 1.413747 -2.322023 -5.614165 0.0 0.0 0.0
H 3.257708 -1.271460 -4.281146 0.0 0.0 0.0
H 2.941308 -1.019994 -1.827844 0.0 0.0 0.0
```
Positions in Å, forces in eV/Å.

Properties
* total charge: 0
* multiplicity: 6
* expectation value of S²: 8.75
* ΔE to the lowest compared entry with this formula, charge and spin: 0.0 kJ/mol
* electronic energy: -5553.67950 a.u.

These are the natural (NBO) partial charges, in e, on atoms 1 to 6: number 1, Mn, carries 1.4572; number 2, O, carries -0.6470; number 3, C, carries 0.8447; number 4, O, carries -0.6974; number 5, C, carries -0.1688; number 6, O, carries -0.5151